{"formula": "C4H7N2OP", "method": "ωB97M-V/def2-TZVPD", "species": ["H", "N", "P", "C", "C", "C", "C", "O", "H", "H", "H", "N", "H", "H", "H"], "xyz": [[-2.4884, -1.3484, 1.5398], [-1.4696, -1.1141, 1.4705], [-1.2582, 0.3979, 1.0996], [0.4637, 0.3149, 0.8251], [1.4357, -0.6579, 0.7556], [2.5778, -0.0421, 0.2741], [2.2450, 1.3016, 0.2081], [1.0034, 1.5717, 0.5461], [1.3881, -1.7315, 0.7179], [3.4212, -0.5274, -0.0047], [2.7710, 2.1703, -0.0394], [-2.3913, -0.1285, -2.0494], [-1.8603, -0.7255, -1.3129], [-2.3882, 0.8710, -2.0127], [-3.4499, -0.3520, -2.0178]], "atomic_forces_ev_per_a": [[1.1, 0.3, 0.2], [-1.7, -0.5, -0.1], [-0.6, -0.6, 0.4], [0.1, 0.4, 0.7], [-1.0, -0.1, -1.1], [-2.0, 3.3, 0.7], [1.5, -0.7, -0.2], [-0.3, -1.9, 0.1], [-0.7, -0.1, 0.6], [2.6, -1.0, -0.7], [1.1, 0.9, -0.5], [-1.9, -2.6, 0.7], [-1.4, 2.1, -1.6], [0.8, 0.4, 0.7], [2.5, 0.1, 0.1]], "mulliken_charge": [0.260, -0.563, 0.005, 0.195, -0.125, -0.490, -0.350, -0.300, 0.394, 0.489, 0.478, -0.697, 0.224, 0.249, 0.231], "smiles": "[H]/N=P/c1ccco1.N", "e_lumo_ev": -0.40, "gap_ev": 8.43}

{"formula": "C9H17N2O", "method": "ωB97M-V/def2-TZVPD", "species": ["C", "C", "C", "C", "C", "C", "C", "C", "C", "N", "N", "O", "H", "H", "H", "H", "H", "H", "H", "H", "H", "H", "H", "H", "H", "H", "H", "H", "H"], "xyz": [[-0.8615, 1.3467, -0.1492], [0.4565, -1.2103, -1.5179], [-1.2809, 0.6236, 1.1197], [0.2753, 2.3194, -0.1757], [-0.4454, -2.2283, -0.9402], [-1.0944, -0.8979, 1.2892], [-1.5049, -1.8674, 0.1407], [1.9381, 0.6868, -0.9535], [1.9460, 1.4648, 1.3210], [1.3346, -0.5888, -0.7309], [1.4781, 1.5753, 0.0825], [-1.0392, 0.5782, -1.2727], [-0.6815, 1.1720, 1.8860], [-2.2551, 0.8940, 1.2844], [0.2884, 2.7843, -1.0925], [0.1363, 3.0344, 0.5139], [-1.1957, -2.6592, -1.7066], [0.1746, -3.0678, -0.4442], [-0.0631, -1.1783, 1.6134], [-1.8515, -1.1362, 2.1430], [-2.3745, -1.4335, -0.2591], [-1.9434, -2.7547, 0.6259], [2.9245, 0.5966, -0.9722], [1.5185, 1.0852, -1.9541], [1.5648, 2.3066, 1.9644], [2.4837, 0.6911, 1.8046], [1.2023, -0.9004, 0.2743], [0.3847, -1.0194, -2.6446], [-1.5154, -0.2169, -1.2497]], "atomic_forces_ev_per_a": [[-0.6, -2.0, 0.7], [0.6, 1.5, -0.3], [3.5, 1.0, -0.4], [-1.4, -3.6, -1.1], [-1.6, -2.8, 0.3], [-0.9, -0.9, 1.2], [0.8, 0.9, 1.9], [-4.9, 2.1, -1.6], [-0.9, 2.7, 2.5], [-2.5, -3.5, 0.3], [1.3, -0.7, -1.4], [1.6, 2.8, -2.0], [-0.5, -0.7, 0.0], [-2.7, 0.4, 0.6], [0.4, 1.0, -2.3], [-0.3, 2.5, 2.7], [2.1, 0.2, 0.6], [-0.8, 1.1, -1.2], [-0.8, 0.3, 0.3], [1.8, 0.2, -1.1], [-1.3, 0.6, -1.2], [0.8, -0.1, -0.5], [4.4, -0.2, 0.0], [1.0, -0.7, 1.5], [0.7, -1.2, -0.4], [0.5, -0.8, -0.3], [0.7, 0.8, -1.4], [0.6, 0.0, 1.9], [-1.6, -1.1, 0.9]], "mulliken_charge": [0.457, 0.123, -0.678, -1.327, -0.732, -0.538, -1.193, -0.866, -0.663, 0.040, 0.200, -0.591, 0.325, 0.455, 0.458, 0.501, 0.243, 0.328, 0.338, 0.379, 0.668, 0.536, 0.474, 0.393, 0.310, 0.380, 0.221, 0.364, 0.398], "total_charge": 1, "e_lumo_ev": [-4.41, -4.24], "gap_ev": [5.64, 6.59]}

{"formula": "C9H12N2", "method": "ωB97M-V/def2-TZVPD", "species": ["C", "C", "C", "C", "C", "C", "C", "C", "C", "N", "N", "H", "H", "H", "H", "H", "H", "H", "H", "H", "H", "H", "H"], "xyz": [[-3.5617, 0.3471, 0.1463], [-2.8599, -1.1063, -0.1303], [-1.5711, -1.4612, 0.0130], [-0.2279, -0.7769, 0.0763], [-0.0193, 0.5652, -0.0246], [1.2489, 1.0771, 0.0143], [1.4305, 2.6041, -0.0711], [2.3292, 0.2023, 0.1396], [2.0376, -1.1038, -0.0029], [3.0217, -2.0658, 0.0730], [0.7590, -1.6039, -0.0453], [-3.6259, 0.8181, -0.7877], [-2.9952, 0.9947, 0.8257], [-4.5512, 0.1990, 0.4130], [-3.5405, -1.8732, -0.4785], [-1.4741, -2.4664, 0.4340], [-0.8711, 1.1838, -0.1541], [0.6966, 3.1180, -0.6873], [1.5163, 3.0497, 0.9782], [2.4065, 2.8140, -0.5833], [3.3570, 0.4713, 0.4511], [3.7366, -1.9321, -0.5622], [2.7580, -3.0548, -0.0373]], "atomic_forces_ev_per_a": [[3.3, -2.3, -1.1], [-0.3, 2.9, 0.7], [-0.1, -0.2, 1.5], [-2.2, -0.5, -0.9], [-0.3, 1.1, 0.1], [0.3, 1.8, -0.1], [1.8, -0.2, 0.8], [0.7, 1.6, 0.4], [-2.2, -2.8, 0.6], [-0.4, -1.7, 0.7], [2.6, -1.0, 0.5], [0.0, 1.1, -1.5], [-0.2, -0.5, 0.0], [-1.8, -0.5, 1.1], [-0.2, -0.2, 0.8], [0.3, -0.5, -1.5], [-0.5, 0.8, 0.0], [-0.4, -0.2, 0.4], [-0.3, -0.4, -1.5], [-0.7, -0.2, 0.6], [-0.7, 0.2, -0.6], [2.0, 0.7, -1.2], [-0.6, 1.0, 0.3]], "mulliken_charge": [-1.266, -0.142, -0.606, 0.372, -0.474, 0.826, -1.310, -0.535, 0.266, -0.595, -0.543, 0.362, 0.309, 0.398, 0.362, 0.259, 0.451, 0.369, 0.252, 0.349, 0.378, 0.249, 0.269], "smiles": "C/C=C\\c1cc(C)cc(N)n1", "e_lumo_ev": 0.83, "gap_ev": 9.02}

{"formula": "C6H13N5O3", "method": "ωB97M-V/def2-TZVPD", "species": ["C", "C", "C", "C", "C", "C", "N", "N", "N", "N", "N", "O", "O", "O", "H", "H", "H", "H", "H", "H", "H", "H", "H", "H", "H", "H", "H"], "xyz": [[-0.3232, -1.0776, 1.7110], [-2.4984, -1.3703, -0.7125], [0.4128, 0.1392, -0.4998], [2.8920, 2.5672, -1.2278], [1.8045, 1.6465, -1.7773], [-0.4457, 0.0545, 0.8031], [-1.1032, 1.1618, 1.0458], [0.5791, -1.9994, 1.3279], [-1.7710, -1.8942, -1.5339], [-0.9989, -1.1899, 2.8183], [-3.2846, -0.7029, -0.1259], [0.5256, -0.8256, -1.2199], [-2.0135, 1.2508, 1.8570], [0.8529, 1.3369, -0.6454], [3.8961, 1.9269, -1.2349], [3.0268, 3.3669, -1.8994], [2.7778, 2.9021, -0.1137], [2.0175, 0.6445, -2.1906], [1.3277, 2.2008, -2.5002], [1.0924, -1.9800, 0.4711], [1.0452, -2.5557, 2.0373], [-0.7354, -1.7591, -1.7095], [-2.0109, -2.5130, -2.2685], [-1.4399, -0.3120, 3.0799], [-1.1011, -2.0910, 3.2438], [-0.8251, 1.8778, 0.4660], [-3.6993, -0.8054, 0.7984]], "atomic_forces_ev_per_a": [[1.5, -0.7, -1.9], [-3.0, 2.1, 1.7], [-1.0, 0.3, 2.0], [2.5, -3.0, 2.3], [0.8, -1.1, 1.6], [1.9, 0.1, -1.3], [-0.9, -3.7, 1.7], [-0.4, -0.2, 1.5], [3.6, -1.8, -2.7], [-0.1, 1.0, -0.6], [0.6, -0.7, 0.2], [1.0, -0.2, -0.5], [-0.4, 0.8, 0.7], [0.3, 0.5, -0.6], [-1.9, 1.6, 0.1], [0.2, 1.2, -0.4], [-0.2, -0.5, -2.3], [0.6, 0.7, 0.3], [-1.9, 0.9, -1.5], [-0.1, 0.4, -0.6], [-0.4, -0.2, 0.1], [-0.5, 0.9, 1.4], [-1.7, -1.0, -0.7], [-0.7, -0.5, 0.6], [0.0, 0.0, 0.8], [0.3, 3.2, -1.8], [-0.1, 0.1, -0.2]], "mulliken_charge": [0.739, 0.477, 0.890, -0.981, -0.284, -0.304, 0.522, -0.308, -0.174, -0.330, -0.200, -0.776, -0.640, -0.355, 0.295, 0.332, 0.287, 0.355, 0.319, 0.185, 0.269, 0.296, 0.300, 0.272, 0.264, 0.214, 0.336], "total_charge": 2, "e_lumo_ev": [-8.77, -8.76], "gap_ev": [8.94, 8.95]}

{"formula": "C37H38Br2N2O2SbW", "method": "ωB97M-V/def2-TZVPD", "species": ["W", "C", "C", "C", "C", "C", "C", "Br", "C", "C", "Br", "C", "O", "C", "N", "H", "H", "H", "H", "H", "H", "C", "C", "C", "C", "C", "C", "C", "Sb", "C", "C", "C", "C", "C", "C", "C", "C", "C", "C", "C", "C", "C", "C", "H", "H", "H", "H", "H", "H", "H", "H", "H", "H", "H", "H", "H", "H", "H", "H", "H", "H", "H", "H", "H", "C", "C", "C", "N", "H", "H", "H", "H", "H", "C", "O", "C", "C", "H", "H", "H", "H", "H", "H"], "xyz": [[-0.6894, 0.7603, -0.8057], [-1.0783, 2.0783, 2.3506], [-1.9567, 2.7351, 1.3291], [-2.7691, 3.8341, 1.6811], [-3.5732, 4.4314, 0.7585], [-3.6144, 3.9322, -0.5631], [-4.4151, 4.4433, -1.6101], [-5.5421, 5.9298, -1.3073], [-4.3848, 3.8713, -2.8498], [-3.5748, 2.7545, -3.1072], [-3.5875, 1.9669, -4.8148], [-2.7775, 2.2023, -2.1271], [-2.0430, 1.1233, -2.2816], [-2.7848, 2.8366, -0.8536], [-1.9566, 2.2673, 0.0927], [-1.3113, 2.4415, 3.3497], [-0.0236, 2.2832, 2.1541], [-1.2124, 0.9975, 2.3309], [-2.7385, 4.1911, 2.7012], [-4.1915, 5.2771, 1.0264], [-4.9956, 4.2703, -3.6476], [-0.8003, -1.4850, 3.0656], [0.5971, -1.1265, 3.5078], [0.8848, -1.1325, 4.8732], [2.1430, -0.8019, 5.3482], [3.1507, -0.4507, 4.4592], [2.8874, -0.4456, 3.0998], [1.6235, -0.7936, 2.6185], [1.3053, -0.6398, 0.5288], [0.7081, -2.5891, -0.0871], [0.6124, -3.6618, 0.7894], [0.0752, -4.8732, 0.3711], [-0.3685, -5.0093, -0.9364], [-0.2641, -3.9419, -1.8195], [0.2715, -2.7235, -1.4115], [0.4250, -1.6214, -2.4306], [3.2773, -0.5259, -0.2511], [3.5971, 0.6340, -0.9535], [4.8490, 0.8007, -1.5259], [5.7893, -0.2095, -1.4004], [5.4688, -1.3739, -0.7195], [4.2155, -1.5630, -0.1406], [3.9106, -2.8821, 0.5199], [-0.9876, -2.5537, 3.1931], [-0.9861, -1.2486, 2.0178], [-1.5404, -0.9534, 3.6666], [0.0997, -1.3966, 5.5733], [2.3363, -0.8119, 6.4129], [4.1345, -0.1827, 4.8218], [3.6759, -0.1761, 2.4060], [0.9663, -3.5596, 1.8105], [0.0109, -5.7048, 1.0607], [-0.7822, -5.9502, -1.2761], [-0.5925, -4.0610, -2.8458], [-0.0379, -1.8903, -3.3782], [1.4706, -1.3699, -2.6163], [-0.0687, -0.6561, -2.1900], [2.8537, 1.4126, -1.0611], [5.0865, 1.7101, -2.0627], [6.7724, -0.0973, -1.8392], [6.2049, -2.1653, -0.6397], [4.8303, -3.3753, 0.8324], [3.3938, -3.5491, -0.1738], [3.2775, -2.7692, 1.3992], [-4.5973, -2.9461, -1.4088], [-3.8735, -2.7668, -0.0694], [-2.9132, -1.6710, -0.1277], [-2.1515, -0.8196, -0.2183], [-5.2887, -3.7829, -1.3354], [-3.8871, -3.1522, -2.2078], [-5.1606, -2.0523, -1.6702], [-3.3187, -3.6659, 0.2062], [-4.5757, -2.5543, 0.7378], [1.1104, 3.6561, -3.3941], [0.5229, 2.4756, -2.8307], [0.4444, 2.2854, -1.5067], [1.0601, 3.3588, -0.6508], [0.6653, 4.5581, -2.9763], [0.8988, 3.6084, -4.4572], [2.1895, 3.6684, -3.2398], [2.0582, 3.6513, -0.9836], [1.1288, 3.0279, 0.3835], [0.4312, 4.2574, -0.6741]], "atomic_forces_ev_per_a": [[0.0, 0.8, -0.1], [0.0, 0.0, 0.0], [0.0, 0.0, 0.0], [0.0, 0.0, 0.0], [0.0, 0.0, 0.0], [0.1, 0.0, 0.0], [0.0, 0.0, 0.0], [0.0, 0.0, 0.0], [0.0, 0.0, -0.1], [0.0, 0.0, 0.0], [0.0, 0.0, 0.0], [0.0, 0.0, 0.0], [0.0, 0.0, 0.0], [-0.1, -0.1, 0.1], [0.0, 0.0, 0.0], [0.0, 0.0, 0.0], [0.0, 0.0, 0.0], [0.0, 0.0, 0.0], [0.0, 0.0, 0.0], [0.0, 0.0, 0.0], [0.0, 0.0, 0.0], [0.1, -0.1, 0.0], [0.0, 0.0, 0.0], [0.0, 0.0, 0.0], [0.0, 0.0, 0.0], [0.0, 0.0, 0.0], [0.0, -0.1, 0.0], [0.0, 0.0, 0.0], [0.1, -0.1, 0.0], [0.0, 0.0, 0.0], [-0.1, 0.0, 0.0], [0.0, 0.0, 0.0], [0.0, 0.0, 0.0], [0.0, 0.0, 0.0], [0.0, 0.0, 0.0], [0.1, 0.0, 0.0], [0.0, -0.1, 0.0], [0.0, 0.0, 0.1], [0.0, 0.0, 0.0], [0.0, 0.0, 0.0], [0.0, 0.0, 0.0], [0.0, 0.0, 0.0], [0.1, 0.1, 0.0], [0.0, 0.0, 0.0], [0.0, 0.0, 0.0], [0.0, 0.0, 0.0], [0.0, 0.0, 0.0], [0.0, 0.0, 0.0], [0.0, 0.0, 0.0], [0.0, 0.0, 0.0], [0.0, 0.0, 0.0], [0.0, 0.0, 0.0], [0.0, 0.0, 0.0], [0.0, 0.0, 0.0], [0.0, 0.0, 0.0], [0.0, 0.0, 0.0], [-0.1, -0.1, -0.1], [0.0, 0.0, 0.0], [0.0, 0.0, 0.0], [0.0, 0.0, 0.0], [0.0, 0.0, 0.0], [0.0, 0.0, 0.0], [0.0, 0.0, 0.0], [0.0, 0.0, 0.0], [0.0, 0.0, 0.0], [0.0, 0.0, 0.0], [0.0, -0.1, 0.0], [-0.1, 0.0, 0.0], [0.0, 0.0, 0.0], [0.0, 0.0, 0.0], [0.0, 0.0, 0.0], [0.0, 0.0, 0.0], [0.0, 0.0, 0.0], [0.0, 0.0, 0.0], [0.0, 0.1, 0.0], [-0.1, -0.3, 0.0], [0.0, 0.0, 0.0], [0.0, 0.0, 0.0], [0.0, 0.0, 0.0], [0.0, 0.0, 0.0], [0.0, 0.0, 0.0], [0.0, 0.0, 0.0], [0.0, 0.0, 0.0]], "mulliken_charge": [0.142, -1.013, 1.076, -1.200, -0.974, 0.349, -0.024, -0.204, -0.350, -0.235, -0.140, 0.292, -0.801, 0.350, 0.555, 0.533, 0.156, -0.084, 0.495, 0.383, 0.465, -1.637, 0.930, -0.833, -0.787, -0.756, -0.762, 1.094, 1.337, 1.622, -0.801, -0.927, -0.910, -0.596, -0.179, -0.986, 0.453, -0.812, -0.825, -0.742, -0.780, 0.835, -1.260, 0.485, -0.308, 0.561, 0.462, 0.405, 0.458, 0.478, 0.531, 0.467, 0.421, 0.444, 0.406, 0.235, 0.034, 0.364, 0.460, 0.409, 0.447, 0.510, 0.301, 0.060, -1.164, -0.622, 0.410, -0.359, 0.374, 0.309, 0.351, 0.271, 0.374, -0.894, -0.250, 1.511, -1.418, 0.354, 0.304, 0.274, 0.577, 0.128, 0.391], "total_charge": 1, "e_lumo_ev": [-2.58, -2.72], "multiplicity": 3, "s2": 2.0493, "gap_ev": [6.95, 6.60]}

{"formula": "C31H20BF7O2S", "method": "ωB97M-V/def2-TZVPD", "species": ["F", "C", "C", "C", "F", "C", "C", "C", "C", "C", "C", "F", "C", "C", "F", "C", "C", "H", "H", "H", "H", "H", "H", "H", "C", "C", "C", "C", "C", "B", "C", "C", "C", "C", "C", "F", "F", "F", "C", "C", "O", "C", "C", "C", "C", "C", "C", "O", "S", "H", "H", "H", "H", "H", "H", "H", "H", "H", "H", "H", "H", "H"], "xyz": [[0.9095, -2.7993, 2.3670], [1.8198, -1.8491, 1.9445], [2.9806, -2.2987, 1.3336], [3.7814, -1.3110, 0.7901], [4.9785, -1.6761, 0.2108], [3.4656, 0.0462, 0.8326], [2.3462, 0.4727, 1.5563], [2.0681, 1.9303, 1.5536], [0.8334, 2.2346, 0.7998], [0.7883, 3.5241, 0.2357], [-0.2987, 3.9126, -0.5349], [-0.3268, 5.1890, -1.0630], [-1.3970, 3.0881, -0.7879], [-1.3040, 1.7977, -0.2681], [-2.3217, 0.9137, -0.5603], [-0.2311, 1.3741, 0.5238], [1.5264, -0.4916, 2.1437], [3.1827, -3.3568, 1.1885], [4.1035, 0.7886, 0.3476], [2.9063, 2.4808, 0.9962], [1.6000, 4.2194, 0.4186], [-2.1947, 3.3754, -1.4690], [-0.2834, 0.3604, 0.9311], [0.6307, -0.2217, 2.7087], [2.9950, 5.9536, 7.6102], [2.9841, 4.8724, 6.6122], [3.4874, 3.5989, 6.8361], [3.3404, 2.7449, 5.6948], [2.8453, 3.4406, 4.6098], [2.3519, 2.7720, 3.0923], [3.9974, 2.8149, 2.8049], [4.5965, 3.9724, 2.2895], [5.9137, 3.9370, 1.8168], [6.6121, 2.7407, 1.8349], [7.9651, 2.6046, 1.1631], [8.9060, 2.1162, 2.0383], [7.9301, 1.7314, 0.1019], [8.4432, 3.7876, 0.6842], [6.0937, 1.6151, 2.4904], [4.7940, 1.6796, 2.9977], [1.6201, 1.6798, 3.8428], [0.3381, 2.1048, 3.8520], [0.1891, 3.3889, 3.2634], [-1.0507, 3.9098, 2.9597], [-2.1479, 3.0666, 3.1404], [-1.9987, 1.7707, 3.6415], [-0.7633, 1.2869, 4.0759], [1.3856, 3.8338, 2.7551], [2.3504, 5.0370, 5.0215], [3.3215, 5.5147, 8.5633], [3.6920, 6.7440, 7.3079], [1.9950, 6.3841, 7.7172], [3.9458, 3.2875, 7.7827], [3.6445, 1.6989, 5.6415], [4.0395, 4.9092, 2.2637], [6.3658, 4.8331, 1.3877], [6.6783, 0.7025, 2.5557], [4.4052, 0.8013, 3.5173], [-1.1176, 4.9189, 2.5470], [-3.1452, 3.4443, 2.8946], [-2.8675, 1.1085, 3.7134], [-0.6189, 0.3113, 4.5398]], "atomic_forces_ev_per_a": [[0.9, 1.0, -0.2], [-0.7, 0.1, 0.4], [-0.3, 0.1, -0.4], [0.9, 0.3, -0.3], [-1.2, 0.3, 0.3], [0.4, -0.3, 0.1], [0.8, -0.5, -0.1], [2.3, -0.6, -3.3], [-1.1, 1.2, -0.4], [-0.4, 0.2, -0.6], [-0.2, 0.5, 0.0], [0.1, -1.2, 0.5], [0.7, -0.5, -0.1], [-0.2, 0.0, 0.0], [1.1, 0.8, 0.4], [-0.8, -0.6, 0.1], [-0.4, -1.0, 0.1], [0.0, 0.3, 0.2], [-0.1, -0.4, 0.1], [-1.3, -1.1, 0.4], [-0.2, -0.1, -0.2], [0.1, 0.0, 0.3], [0.0, 0.5, -0.3], [0.4, -0.2, -0.3], [-0.1, 0.4, 0.3], [0.7, -1.7, 0.0], [-0.6, 0.4, -0.5], [0.4, 0.8, -0.7], [1.3, -0.4, 1.4], [-1.4, -0.1, 1.6], [1.1, 0.5, 0.8], [-0.1, 0.1, 0.0], [-0.6, 0.0, -0.3], [0.6, -0.5, 0.1], [0.7, -0.1, 0.0], [-0.7, 0.4, -0.8], [0.0, 0.8, 1.0], [-0.4, -0.9, 0.4], [-0.6, 0.7, -0.3], [0.1, -0.5, 0.1], [-0.7, -0.7, 0.3], [-0.5, 0.4, -0.8], [0.4, -1.1, -0.2], [0.2, 0.1, 0.1], [-0.4, 0.0, 0.1], [-0.5, 0.0, 0.4], [0.3, 0.5, 0.0], [-0.5, 1.3, 0.7], [0.6, 0.1, -0.2], [-0.2, 0.4, -0.2], [-0.2, 0.0, 0.2], [0.2, 0.1, 0.2], [-0.3, 0.2, -0.4], [0.0, 0.4, 0.1], [0.1, -0.2, 0.0], [-0.2, -0.3, 0.1], [-0.1, 0.1, 0.1], [0.0, 0.3, -0.2], [-0.1, -0.4, 0.0], [0.4, -0.3, 0.0], [0.2, 0.4, 0.1], [-0.2, 0.1, -0.3]], "mulliken_charge": [-0.337, 0.006, -0.973, 0.251, -0.341, -0.417, 0.785, 0.783, -0.223, -0.992, 0.366, -0.374, -0.851, 0.192, -0.361, -0.452, -0.497, 0.486, 0.499, 0.435, 0.435, 0.507, 0.538, 0.479, -1.312, 0.633, -0.821, -0.929, 0.370, 2.468, 0.827, -0.319, -1.015, 0.253, 0.793, -0.270, -0.251, -0.285, -1.304, -0.539, -0.514, 0.853, 0.390, -1.196, -0.707, -0.649, -0.980, -0.683, -0.225, 0.350, 0.267, 0.319, 0.311, 0.434, 0.435, 0.479, 0.452, 0.479, 0.513, 0.399, 0.406, 0.623], "e_lumo_ev": -2.50, "gap_ev": 5.19}